Computed, not measured: a 2-piece molecular cluster, C3H8FPS overall, with the ωB97M-V functional and the def2-TZVPD basis.

The expectation value of S² is 2.01. The HOMO-LUMO gap (spin up / spin down) comes out at 6.5 / 7.2 eV. As for the spin multiplicity: 3. For the total energy, the calculation gives -958.27601 a.u.

Atoms and positions in Å:
1 C 2.1399 -0.6400 -0.3544
2 C 0.6630 -0.5726 -0.0998
3 C 0.3225 0.8518 0.3228
4 F -4.1597 0.2806 0.4881
5 P -0.7505 1.8976 -0.4304
6 S -3.6231 -1.1743 -0.1277
7 H 2.3923 -0.2636 -1.3428
8 H 2.7475 0.1599 0.2838
9 H 2.4722 -1.7385 -0.2913
10 H -0.0265 -0.7841 -1.0118
11 H 0.5082 -1.2966 0.8317
12 H -2.4566 -0.6890 -0.4748
13 H 0.7005 1.1417 1.4055
14 H -0.9297 2.8272 0.8010

Forces on atoms 1 to 3 (eV/Å):
C 2.291 0.175 -0.026
C -2.186 0.419 1.481
C 3.917 -3.278 5.002